[1]
{
  "formula": "CHO4PS",
  "method": "wB97M-V/def2-TZVPD",
  "charge": -2,
  "homo_ev": -0.32,
  "de_lowest_kcal_mol": 59.6,
  "gap_ev": 6.44,
  "species": ["S", "P", "O", "O", "O", "O", "C", "H"],
  "xyz": [[3.19395, 0.74698, -0.15362], [-2.33718, -0.31789, 0.03961], [-2.36757, 1.17275, 0.17905], [3.83589, -0.23377, 0.93359], [-1.95599, -1.18821, 1.18886], [-2.82635, -0.81763, -1.26916], [1.67478, 0.59269, -0.61680], [0.78247, 0.04507, -0.30154]],
  "forces_ev_per_a": [[-1.1, -2.6, 1.3], [-0.4, 1.4, 0.2], [0.2, -0.6, 0.5], [-0.6, 1.7, -1.4], [-0.2, 0.1, -0.7], [0.1, -0.9, 0.0], [1.4, 1.3, -0.1], [0.7, -0.3, 0.3]]
}



[2]
{
  "formula": "CHOPS",
  "method": "wB97M-V/def2-TZVPD",
  "homo_ev": -9.51,
  "de_lowest_kcal_mol": 16.7,
  "gap_ev": 8.39,
  "species": ["S", "P", "O", "C", "H"],
  "xyz": [[-0.11068, -1.65686, 0.26360], [-1.12579, 0.59417, -0.37189], [-0.72656, 1.38630, 0.83513], [0.42966, -0.18458, -0.27481], [1.53336, -0.13903, -0.45203]],
  "forces_ev_per_a": [[-0.1, 1.1, -0.2], [0.1, 0.7, 0.8], [-1.2, 0.9, 0.3], [2.3, -3.7, -1.2], [-1.1, 1.0, 0.3]]
}



[3]
{
  "formula": "CHOPS",
  "method": "wB97M-V/def2-TZVPD",
  "homo_ev": -9.08,
  "de_lowest_kcal_mol": 9.1,
  "gap_ev": 7.68,
  "species": ["S", "P", "O", "C", "H"],
  "xyz": [[1.77338, -1.09360, -0.27150], [1.04067, 0.45647, 0.66366], [-0.78734, 1.21216, -0.57804], [-0.68295, 0.21964, 0.11098], [-1.34375, -0.79467, 0.07491]],
  "forces_ev_per_a": [[-0.2, 0.8, 0.5], [0.7, -1.2, 0.0], [-1.1, -0.3, -0.1], [-0.5, -1.4, -0.4], [1.1, 2.3, 0.1]]
}



[4]
{
  "formula": "CIN4",
  "method": "wB97M-V/def2-TZVPD",
  "charge": -1,
  "homo_ev": -3.89,
  "de_lowest_kcal_mol": 43.5,
  "gap_ev": 6.88,
  "species": ["I", "N", "N", "N", "N", "C"],
  "xyz": [[0.38556, 1.05843, 3.01438], [-0.31201, -0.83591, 0.71166], [0.06477, 0.17903, -1.19552], [-0.35244, -0.92573, -0.63369], [0.42504, 1.12775, -0.50071], [0.11327, 0.28987, 1.10237]],
  "forces_ev_per_a": [[-0.1, -0.2, -0.3], [0.0, 0.1, 1.1], [0.1, 0.3, -0.8], [-0.5, -1.4, -0.5], [-0.3, -0.7, 4.0], [0.8, 2.0, -3.6]]
}



[5]
{
  "formula": "CIO4S",
  "method": "wB97M-V/def2-TZVPD",
  "charge": -1,
  "homo_ev": -4.91,
  "de_lowest_kcal_mol": 10.8,
  "gap_ev": 7.43,
  "species": ["I", "S", "O", "O", "O", "O", "C"],
  "xyz": [[3.21871, -0.08516, 0.12207], [-0.18733, -0.66717, -0.04334], [-1.48510, -0.25700, -0.58647], [0.62008, 1.92743, -0.44665], [0.06837, -0.39737, 1.38338], [0.32852, -1.85795, -0.67827], [0.76256, 0.80965, -0.63298]],
  "forces_ev_per_a": [[-0.3, 0.4, -0.5], [-1.8, -1.0, 0.3], [0.8, -0.1, 0.8], [0.0, 0.2, -1.0], [-0.4, -0.7, -2.2], [0.2, 0.9, 0.9], [1.7, 0.3, 1.8]]
}



[6]
{
  "formula": "CN2O2",
  "method": "wB97M-V/def2-TZVPD",
  "s_squared": 2.013,
  "homo_ev": [-5.42, -11.48],
  "de_lowest_kcal_mol": 106.8,
  "gap_ev": [6.16, 5.83],
  "spin_multiplicity": 3,
  "species": ["O", "O", "N", "N", "C"],
  "xyz": [[0.23149, -0.61496, 1.75421], [-0.75750, 0.99895, -1.15128], [0.13114, 0.23769, -1.10148], [1.02552, -0.42529, -1.10396], [-0.61815, 0.02112, 1.35722]],
  "forces_ev_per_a": [[2.8, -2.2, 1.4], [-3.4, 3.2, -1.0], [0.0, -1.5, 3.5], [3.3, -1.9, -1.4], [-2.6, 2.4, -2.5]]
}



[7]
{
  "formula": "CN2O2S2",
  "method": "wB97M-V/def2-TZVPD",
  "homo_ev": [-9.71, -9.80],
  "de_lowest_kcal_mol": 38.5,
  "gap_ev": [8.61, 7.11],
  "species": ["S", "S", "O", "O", "N", "N", "C"],
  "xyz": [[-0.05240, 1.15084, 1.84507], [0.46900, -0.58849, 1.06891], [1.12877, -2.22218, -1.65497], [1.57981, -0.08714, -2.22656], [-2.75654, 1.45491, 1.18149], [1.25692, -1.06292, -1.63379], [-1.62555, 1.35498, 1.41985]],
  "forces_ev_per_a": [[2.0, -0.2, 0.4], [-0.1, 0.0, 0.0], [0.4, -0.9, -1.5], [0.2, -1.3, -1.0], [0.9, 0.1, 0.1], [-0.6, 2.2, 2.5], [-2.9, 0.0, -0.6]]
}



[8]
{
  "formula": "CN2O2S2",
  "method": "wB97M-V/def2-TZVPD",
  "homo_ev": [-10.19, -9.92],
  "de_lowest_kcal_mol": 60.5,
  "gap_ev": [6.92, 6.00],
  "species": ["S", "S", "O", "O", "N", "N", "C"],
  "xyz": [[0.51834, 0.33089, -2.38042], [1.28025, 1.09679, -0.71386], [0.95917, 2.46010, -0.71208], [-0.31109, 0.42183, 0.23659], [-1.52356, -2.37599, 1.34262], [-0.05695, -0.48009, 1.02572], [-0.86616, -1.45353, 1.20144]],
  "forces_ev_per_a": [[0.6, -0.3, 1.2], [0.8, -2.3, -2.5], [-0.2, 3.4, 0.8], [-1.9, -0.2, -0.2], [-1.0, -1.6, 0.4], [3.5, 1.6, 0.7], [-1.9, -0.7, -0.3]]
}



[9]
{
  "formula": "CN2O3",
  "method": "wB97M-V/def2-TZVPD",
  "smiles": "N#CO[N+](=O)[O-]",
  "homo_ev": -12.72,
  "de_lowest_kcal_mol": 140.9,
  "gap_ev": 11.30,
  "species": ["O", "O", "O", "N", "N", "C"],
  "xyz": [[0.70455, -0.78794, 1.08704], [-0.76332, 0.00332, -0.34445], [-0.39031, -2.08256, -0.23459], [0.51489, 2.46159, -0.35280], [-0.06248, -1.05440, 0.23424], [-0.00332, 1.45998, -0.38943]],
  "forces_ev_per_a": [[0.8, 0.2, 0.8], [1.0, 6.0, -1.6], [-0.5, -0.7, -0.3], [1.1, 2.3, -0.1], [1.1, 0.0, 0.4], [-3.4, -7.8, 0.9]]
}



[10]
{
  "formula": "CN2O3S",
  "method": "wB97M-V/def2-TZVPD",
  "homo_ev": -11.09,
  "de_lowest_kcal_mol": 20.0,
  "gap_ev": 8.17,
  "species": ["S", "O", "O", "O", "N", "N", "C"],
  "xyz": [[-0.44047, -1.08772, -0.22491], [0.79816, 0.81538, -1.66650], [-1.86320, -0.91688, -0.22723], [0.10518, -2.20244, 0.48783], [0.80844, 1.40115, -0.61775], [0.20800, 1.04391, 1.69941], [0.38390, 0.94660, 0.54914]],
  "forces_ev_per_a": [[-1.0, -1.8, 0.2], [-0.2, 0.3, 1.3], [0.3, 0.1, -0.2], [0.0, 0.2, -0.2], [1.5, 1.8, -3.9], [0.0, -0.1, -0.4], [-0.7, -0.4, 3.2]]
}



[11]
{
  "formula": "CN2O3S",
  "method": "wB97M-V/def2-TZVPD",
  "s_squared": 2.011,
  "homo_ev": [-9.14, -12.00],
  "de_lowest_kcal_mol": 42.8,
  "gap_ev": [8.82, 8.79],
  "spin_multiplicity": 3,
  "species": ["S", "O", "O", "O", "N", "N", "C"],
  "xyz": [[-1.04882, 1.14295, 0.92016], [-0.67902, -1.55210, -0.94012], [0.15074, -0.61370, -2.72477], [-0.39410, 0.95075, -0.48251], [-0.27868, -0.69941, -1.63210], [0.95268, 0.46936, 2.83653], [0.18370, 0.74460, 2.03281]],
  "forces_ev_per_a": [[1.0, 0.0, -2.4], [-0.5, -1.5, 0.6], [0.2, -0.5, -0.8], [-1.4, 2.5, 4.1], [0.5, -0.4, -1.7], [0.5, -0.2, 0.5], [-0.4, 0.1, -0.3]]
}



[12]
{
  "formula": "CN3O3",
  "method": "wB97M-V/def2-TZVPD",
  "charge": -1,
  "homo_ev": -3.73,
  "de_lowest_kcal_mol": 34.2,
  "gap_ev": 7.54,
  "species": ["O", "O", "O", "N", "N", "N", "C"],
  "xyz": [[1.27772, -0.34219, -0.58620], [-0.64176, 0.45307, 0.83772], [-2.05206, -0.55847, -1.05797], [-0.90905, -0.31187, -0.77852], [0.17397, -0.48618, -1.22676], [1.52802, 0.75701, 1.74263], [0.62316, 0.48863, 1.06911]],
  "forces_ev_per_a": [[-1.5, -0.1, -1.3], [-0.5, -0.8, -1.3], [-0.6, 0.3, 0.2], [-0.8, 0.6, 1.5], [2.8, -1.3, -1.7], [1.5, 0.5, 1.1], [-0.9, 0.8, 1.6]]
}



[13]
{
  "formula": "CN3O3S",
  "method": "wB97M-V/def2-TZVPD",
  "charge": -1,
  "homo_ev": -2.87,
  "de_lowest_kcal_mol": 0.0,
  "gap_ev": 6.44,
  "species": ["S", "O", "O", "O", "N", "N", "N", "C"],
  "xyz": [[-0.51883, -0.22274, 0.07355], [-1.08008, -1.47471, -1.22087], [0.07132, -1.01432, 1.19693], [0.99459, 2.21537, 1.54373], [2.85380, 0.97714, 1.93616], [-2.44870, -0.89344, -3.09069], [1.91906, 1.54498, 1.73129], [-1.79117, -1.13228, -2.17009]],
  "forces_ev_per_a": [[-0.2, 1.2, -0.2], [0.8, -1.1, 0.9], [0.2, -0.5, 0.3], [-1.8, 1.0, -0.4], [0.3, -0.5, 0.0], [-0.6, 0.4, -0.8], [1.5, -0.6, 0.4], [-0.2, 0.0, -0.3]]
}



[14]
{
  "formula": "CN3O5S",
  "method": "wB97M-V/def2-TZVPD",
  "charge": -1,
  "homo_ev": -6.47,
  "de_lowest_kcal_mol": 0.0,
  "gap_ev": 10.25,
  "species": ["S", "O", "O", "O", "O", "O", "N", "N", "N", "C"],
  "xyz": [[0.71848, 1.15817, -0.29380], [2.06330, 1.33789, -0.80536], [-2.23648, 0.25497, 0.76960], [0.36037, 2.28606, 0.48181], [0.99245, -0.14383, 1.05234], [-0.26273, 0.47164, -1.11412], [1.67719, -2.26585, 0.19487], [-2.30089, -0.54997, -0.05647], [-2.37697, -1.33289, -0.80054], [1.36529, -1.21618, 0.57167]],
  "forces_ev_per_a": [[1.8, 0.0, -1.1], [-0.7, -1.2, -0.3], [0.0, 1.8, 1.8], [-1.6, 0.4, 1.1], [-0.8, 2.8, 0.1], [1.0, 0.7, 0.6], [0.2, -0.2, -0.1], [0.0, 1.5, 1.8], [-0.4, -3.5, -3.4], [0.5, -2.2, -0.5]]
}



[15]
{
  "formula": "CN4O4P",
  "method": "wB97M-V/def2-TZVPD",
  "charge": -1,
  "homo_ev": -5.80,
  "de_lowest_kcal_mol": 6.5,
  "gap_ev": 9.75,
  "species": ["P", "O", "O", "O", "O", "N", "N", "N", "N", "C"],
  "xyz": [[1.71909, -0.01652, 0.08371], [0.41720, 1.35461, 0.44347], [2.74641, -0.05010, 1.11996], [0.56404, -1.11289, 0.54069], [1.73418, 0.02732, -1.34424], [-1.81505, 1.02013, -0.31312], [-2.43807, -0.05886, -0.50572], [-1.75381, -1.15565, -0.25021], [-0.63641, 0.66161, 0.11881], [-0.53758, -0.66965, 0.10664]],
  "forces_ev_per_a": [[-0.8, 1.2, 2.8], [2.6, 0.3, 0.4], [0.3, 0.4, -0.3], [2.5, -2.2, 0.8], [0.8, 0.0, -2.6], [0.1, 2.3, 0.0], [-2.7, -0.7, -0.7], [2.7, -0.4, 0.4], [-0.6, -2.0, -0.4], [-5.0, 1.1, -0.5]]
}



[16]
{
  "formula": "CN5O",
  "method": "wB97M-V/def2-TZVPD",
  "charge": 1,
  "s_squared": 2.019,
  "homo_ev": [-13.05, -17.84],
  "de_lowest_kcal_mol": 10.4,
  "gap_ev": [6.84, 7.42],
  "spin_multiplicity": 3,
  "species": ["O", "N", "N", "N", "N", "N", "C"],
  "xyz": [[-0.30874, 3.04130, -1.50956], [-0.47004, -1.29010, 0.20481], [1.12177, -2.62560, 1.81307], [0.87667, -1.82579, 1.10199], [-0.26994, 0.95394, -0.41388], [-0.55418, -0.25171, -0.21810], [-0.38926, 2.04794, -0.97151]],
  "forces_ev_per_a": [[-0.3, 1.3, -0.3], [-1.1, -6.9, 4.2], [-0.2, -0.7, 0.7], [1.3, 0.8, -0.8], [0.1, 0.6, 1.7], [-0.1, 7.1, -5.7], [0.3, -2.2, 0.3]]
}



[17]
{
  "formula": "CN5O2",
  "method": "wB97M-V/def2-TZVPD",
  "charge": -1,
  "homo_ev": [-3.48, -2.93],
  "de_lowest_kcal_mol": 151.3,
  "gap_ev": [5.42, 4.38],
  "species": ["O", "O", "N", "N", "N", "N", "N", "C"],
  "xyz": [[2.02867, 0.54008, -0.96025], [0.72386, -1.32494, -1.24453], [0.94782, -0.07098, -1.13113], [-1.88666, -0.87889, 2.08716], [0.26910, -0.14626, 1.62714], [-0.79033, -0.47429, 1.86098], [-1.15991, 1.20406, -1.03885], [-0.13719, 0.65232, -1.14189]],
  "forces_ev_per_a": [[-1.4, -1.5, -0.7], [1.3, 2.8, -0.1], [3.8, -3.8, 0.9], [1.2, 0.7, -0.3], [3.8, 1.5, -1.0], [-4.9, -2.1, 0.9], [1.7, -0.7, -0.7], [-5.6, 3.1, 0.9]]
}



[18]
{
  "formula": "CN5O2",
  "method": "wB97M-V/def2-TZVPD",
  "charge": -1,
  "homo_ev": -5.22,
  "de_lowest_kcal_mol": 86.1,
  "gap_ev": 8.74,
  "species": ["O", "O", "N", "N", "N", "N", "N", "C"],
  "xyz": [[0.19231, -1.14620, -0.57961], [1.92211, -2.26943, -1.33361], [-0.60565, 1.75991, 1.23247], [-1.51919, 0.43916, -0.15862], [0.38119, 0.91848, 0.94304], [-1.67363, 1.47131, 0.61997], [1.54544, -1.25724, -0.76718], [-0.24258, 0.08400, 0.04354]],
  "forces_ev_per_a": [[0.3, 0.2, 0.1], [-2.2, 2.2, 1.5], [1.7, 1.0, 1.5], [1.3, -2.1, -0.9], [-0.3, -2.2, -1.8], [-2.2, 1.0, -0.3], [1.4, -0.7, -0.7], [0.0, 0.6, 0.7]]
}



[19]
{
  "formula": "CN5O2",
  "method": "wB97M-V/def2-TZVPD",
  "charge": -1,
  "homo_ev": [-4.83, -4.73],
  "de_lowest_kcal_mol": 166.0,
  "gap_ev": [8.32, 5.98],
  "species": ["O", "O", "N", "N", "N", "N", "N", "C"],
  "xyz": [[-1.88443, 2.72132, 0.45935], [-2.36359, 0.71297, -0.26142], [1.84891, -1.35937, 0.75096], [0.91653, -1.07037, -1.21108], [-1.61651, 1.63159, 0.02836], [1.76489, -1.81109, -0.52375], [0.91866, -0.47544, 0.97368], [0.41555, -0.34961, -0.21610]],
  "forces_ev_per_a": [[0.6, -0.7, -0.3], [1.0, 1.7, 0.4], [0.9, -3.0, -0.5], [-1.5, 0.3, 0.7], [-1.6, -1.4, -0.3], [2.2, 0.3, 1.0], [-0.5, 1.4, 0.2], [-1.0, 1.3, -1.2]]
}



[20]
{
  "formula": "CNO4S2Yb",
  "method": "wB97M-V/def2-TZVPD",
  "s_squared": 0.758,
  "homo_ev": [-9.02, -9.03],
  "gap_ev": [6.25, 5.72],
  "spin_multiplicity": 2,
  "species": ["Yb", "S", "S", "O", "O", "O", "O", "N", "C"],
  "xyz": [[1.24023, -0.00618, 0.42773], [-2.19041, 1.85741, 0.85213], [0.53377, 2.41405, 1.52569], [2.11828, -1.65642, -0.77747], [-0.04820, -1.62694, -0.31589], [0.88098, -3.43072, -1.41148], [-2.46543, 1.89720, -0.61363], [-1.06651, 2.87579, 1.19040], [0.99729, -2.32420, -0.87748]],
  "forces_ev_per_a": [[-1.5, -2.3, -1.6], [1.7, 1.5, -2.4], [0.8, -0.8, 0.4], [0.9, 2.1, 1.0], [1.4, 1.5, 0.9], [0.0, 2.4, 1.2], [-0.5, -0.1, 2.5], [-1.5, -1.7, -0.9], [-1.4, -2.5, -1.2]]
}